Computed, not measured: a 2-piece molecular cluster, C4H13NO overall in a non-equilibrium geometry, with ωB97M-V with the def2-TZVPD basis set.

The geometry in ORCA input format:
```
! wB97M-V def2-TZVPD RIJCOSX def2/J DEFGRID3
* xyz 0 1
H -1.499 0.585 0.480
H 1.383 -1.979 0.162
H -1.189 -0.041 -1.442
C -0.103 0.269 -1.485
H -0.130 -2.899 1.682
H -0.158 1.231 -1.926
H -0.319 1.807 0.828
C -0.397 -1.924 1.391
H -1.508 -1.865 1.276
H 1.236 2.113 -0.831
H -0.064 -1.361 2.303
H -0.332 0.511 1.952
H -0.124 -2.070 -0.592
O 1.630 3.018 -1.183
H 0.486 -0.200 -2.182
C -0.497 0.673 0.886
H 0.866 3.725 -1.398
N 0.348 -0.078 -0.106
C 0.369 -1.516 0.186
*
```

Summary:
Frontier orbital gap = 9.43 eV
Energy above the lowest of the compared OMol25 structures with the same formula, charge and spin = 242.7 kJ/mol
Calculated total energy = -7894.1458 eV
SMILES = CCN(C)C.O